[1]
{
  "formula": "C3H7N2",
  "method": "the ωB97M-V functional and the def2-TZVPD basis",
  "elements": ["C", "C", "C", "N", "N", "H", "H", "H", "H", "H", "H", "H"],
  "positions_angstrom": [[-0.144, 0.163, -0.107], [0.453, 0.249, -2.025], [-0.586, -0.548, 2.582], [-0.175, 1.139, -0.956], [0.564, -0.698, -0.873], [-0.109, -0.129, -2.809], [1.397, 0.860, -2.344], [-1.636, -0.839, 2.163], [-0.301, 0.485, 2.760], [-0.042, -1.307, 3.144], [-0.520, 2.116, -0.944], [1.099, -1.490, -0.590]],
  "forces_ev_per_a": [[1.601, -1.921, 2.307], [3.682, 2.700, 2.572], [-2.158, 0.040, -1.470], [-1.443, 1.442, -1.992], [-1.173, 0.988, -0.083], [-1.437, -0.335, -1.385], [-1.365, -1.830, 0.363], [2.209, 0.836, 0.964], [-0.363, -0.162, -0.114], [0.224, -0.027, -0.719], [0.079, -1.320, -0.067], [0.144, -0.411, -0.375]],
  "nbo_charge": [0.463, -0.013, -0.232, -0.608, -0.629, 0.233, 0.239, 0.231, 0.205, 0.204, 0.459, 0.447],
  "total_energy_ev": -6192.0847,
  "orbital_gap_ev": [7.29, 9.48],
  "homo_ev": [-14.0, -15.0],
  "relative_energy_kcal_mol": 125.1,
  "total_charge": 1
}

=====

[2]
{
  "formula": "C46H96O22",
  "method": "the ωB97M-V functional and the def2-TZVPD basis",
  "elements": ["O", "C", "O", "C", "C", "C", "H", "H", "H", "H", "H", "H", "H", "H", "O", "C", "O", "C", "C", "C", "H", "H", "H", "H", "H", "H", "H", "H", "O", "C", "O", "C", "C", "C", "H", "H", "H", "H", "H", "H", "H", "H", "O", "C", "O", "C", "C", "C", "H", "H", "H", "H", "H", "H", "H", "H", "O", "C", "O", "C", "C", "C", "H", "H", "H", "H", "H", "H", "H", "H", "O", "C", "O", "C", "C", "C", "H", "H", "H", "H", "H", "H", "H", "H", "O", "C", "O", "C", "C", "C", "H", "H", "H", "H", "H", "H", "H", "H", "O", "C", "O", "C", "C", "C", "H", "H", "H", "H", "H", "H", "H", "H", "O", "C", "O", "C", "C", "C", "H", "H", "H", "H", "H", "H", "H", "H", "O", "C", "O", "C", "C", "C", "H", "H", "H", "H", "H", "H", "H", "H", "C", "C", "C", "O", "H", "H", "H", "H", "H", "H", "H", "H", "C", "C", "C", "O", "H", "H", "H", "H", "H", "H", "H", "H"],
  "positions_angstrom": [[-2.090, 0.798, -3.963], [-2.582, 1.700, -3.264], [-3.909, 1.857, -3.045], [-4.829, 0.969, -3.610], [-6.121, 0.942, -2.742], [-1.772, 2.864, -2.633], [-4.379, -0.022, -3.655], [-5.051, 1.247, -4.640], [-6.766, 0.167, -3.157], [-6.604, 1.918, -2.689], [-5.820, 0.603, -1.751], [-2.397, 3.470, -1.976], [-1.381, 3.360, -3.521], [-0.990, 2.395, -2.036], [2.648, -0.088, 3.400], [3.376, -0.973, 3.754], [3.189, -1.862, 4.743], [2.004, -1.772, 5.520], [0.749, -2.221, 4.689], [4.688, -1.206, 3.118], [1.919, -0.780, 5.964], [2.214, -2.328, 6.433], [0.605, -1.773, 3.706], [-0.192, -1.996, 5.190], [0.774, -3.292, 4.486], [4.618, -2.160, 2.595], [5.498, -1.228, 3.848], [4.850, -0.406, 2.396], [-3.020, -2.374, 5.231], [-4.033, -1.657, 5.316], [-4.368, -0.690, 4.490], [-3.582, -0.367, 3.332], [-4.459, 0.542, 2.424], [-5.194, -2.021, 6.220], [-3.366, -1.333, 2.874], [-2.686, 0.203, 3.579], [-4.390, 1.534, 2.869], [-5.491, 0.191, 2.442], [-4.026, 0.608, 1.426], [-6.086, -2.291, 5.654], [-5.379, -1.088, 6.751], [-4.945, -2.813, 6.926], [-1.533, 5.633, 0.959], [-2.100, 4.620, 1.436], [-3.215, 4.629, 2.192], [-3.628, 5.846, 2.806], [-5.065, 5.662, 3.404], [-1.803, 3.264, 0.943], [-3.634, 6.664, 2.085], [-2.840, 6.155, 3.493], [-5.444, 6.550, 3.910], [-5.124, 4.816, 4.088], [-5.780, 5.398, 2.624], [-2.727, 2.716, 0.763], [-1.258, 2.641, 1.653], [-1.249, 3.342, 0.008], [-0.843, -3.771, -6.828], [-1.172, -2.764, -6.236], [-0.754, -1.555, -6.572], [0.128, -1.371, -7.677], [-0.592, -1.486, -9.035], [-1.921, -2.807, -4.942], [1.003, -2.019, -7.712], [0.555, -0.374, -7.568], [-1.247, -0.626, -9.173], [-1.100, -2.446, -9.131], [0.138, -1.480, -9.844], [-2.830, -3.367, -5.161], [-2.274, -1.825, -4.628], [-1.386, -3.345, -4.160], [5.400, 1.788, -4.128], [4.713, 2.807, -4.191], [3.646, 3.021, -4.911], [3.120, 1.929, -5.669], [2.033, 1.324, -4.773], [5.051, 4.002, -3.379], [3.866, 1.167, -5.891], [2.790, 2.305, -6.637], [1.259, 1.990, -4.391], [2.459, 0.828, -3.901], [1.454, 0.635, -5.389], [5.653, 3.682, -2.529], [4.161, 4.458, -2.946], [5.566, 4.751, -3.982], [-2.741, -3.639, -1.657], [-3.329, -3.161, -0.656], [-3.052, -3.370, 0.655], [-2.070, -4.286, 1.124], [-1.854, -4.158, 2.615], [-4.391, -2.076, -0.821], [-1.135, -4.021, 0.631], [-2.448, -5.256, 0.800], [-2.774, -4.261, 3.191], [-1.361, -3.269, 3.008], [-1.072, -4.907, 2.744], [-3.949, -1.090, -0.677], [-5.190, -2.188, -0.087], [-4.820, -2.061, -1.823], [1.485, 3.969, -2.750], [1.471, 4.363, -1.598], [1.823, 3.687, -0.544], [2.241, 2.359, -0.665], [2.219, 1.623, 0.671], [1.006, 5.752, -1.203], [3.259, 2.365, -1.054], [1.662, 1.777, -1.383], [3.025, 1.983, 1.311], [2.428, 0.558, 0.574], [1.282, 1.779, 1.206], [0.734, 5.691, -0.149], [0.133, 5.997, -1.807], [1.879, 6.374, -1.404], [-1.685, 0.237, -0.405], [-0.846, -0.649, -0.066], [-0.076, -1.376, -0.915], [-0.053, -1.000, -2.269], [1.000, -1.786, -2.971], [-0.577, -0.958, 1.385], [0.090, 0.075, -2.385], [-1.048, -1.154, -2.686], [2.004, -1.419, -2.755], [0.896, -1.706, -4.053], [0.922, -2.829, -2.664], [0.324, -0.509, 1.802], [-0.501, -2.029, 1.573], [-1.352, -0.527, 2.018], [2.782, -6.805, 1.863], [2.434, -5.791, 2.467], [2.438, -4.540, 2.054], [3.017, -4.305, 0.747], [2.719, -2.859, 0.319], [1.955, -5.911, 3.854], [2.599, -5.041, 0.059], [4.104, -4.347, 0.684], [1.637, -2.740, 0.369], [2.987, -2.582, -0.700], [3.226, -2.143, 0.967], [0.874, -5.864, 3.727], [2.294, -5.119, 4.522], [2.176, -6.908, 4.235], [5.397, -1.430, -2.357], [5.536, -0.496, -1.169], [7.021, -0.166, -0.871], [4.927, 0.601, -1.741], [5.916, -2.383, -2.254], [5.725, -1.026, -3.314], [4.371, -1.737, -2.561], [5.008, -0.875, -0.294], [7.088, 0.444, 0.030], [7.477, 0.327, -1.729], [7.480, -1.141, -0.707], [5.334, 0.823, -2.581], [0.436, 1.972, 6.136], [-0.471, 1.602, 4.914], [-1.612, 2.632, 4.907], [0.277, 1.722, 3.735], [0.984, 2.869, 5.848], [1.105, 1.188, 6.490], [-0.195, 2.318, 6.954], [-0.817, 0.588, 5.116], [-2.281, 2.504, 4.056], [-1.161, 3.622, 4.843], [-2.207, 2.572, 5.818], [1.165, 1.507, 4.030]],
  "forces_ev_per_a": [[-1.327, 2.019, 1.702], [0.860, -0.893, -1.013], [1.050, 0.787, 0.477], [-1.145, -0.994, -0.020], [1.419, -0.351, -0.525], [-0.851, -1.765, -0.545], [-0.047, -0.121, 0.057], [0.022, 0.223, -0.049], [-0.259, 0.242, -0.036], [-0.037, -0.161, -0.045], [-0.167, 0.190, 0.166], [0.046, 0.127, -0.413], [0.277, 0.437, 0.443], [0.212, 0.166, -0.248], [-1.026, 0.246, 0.541], [0.734, -0.215, 0.297], [0.029, 0.251, -0.165], [-1.258, 0.229, -0.313], [0.251, -0.078, 0.644], [0.507, 0.022, -0.636], [-0.245, 0.453, -0.691], [-0.274, -0.807, -0.413], [0.735, 0.458, 0.137], [0.076, -0.129, 0.419], [0.102, -0.074, 0.276], [0.350, -0.100, 0.063], [-0.086, -0.157, -0.051], [0.116, -0.125, 0.018], [-1.476, 2.126, 0.087], [1.208, -3.708, -0.652], [-0.218, 1.255, 0.270], [-0.734, -0.055, -0.923], [0.847, -0.378, 1.176], [0.510, 0.883, 0.412], [0.404, 0.177, -0.224], [0.144, -0.431, 0.329], [-0.381, 0.169, -0.139], [0.086, 0.054, -0.297], [-0.141, -0.205, -0.048], [0.165, 0.131, -0.125], [-0.531, -0.137, 0.323], [0.165, 0.154, -0.219], [-1.565, -2.285, 2.211], [0.427, 2.761, -2.358], [0.417, -0.122, 0.248], [-0.863, 0.837, 0.186], [0.917, -0.496, -0.369], [0.150, -1.020, -0.211], [-0.150, -0.181, -0.355], [-0.285, -0.210, 0.555], [0.309, 0.064, -0.055], [0.318, 0.088, 0.234], [0.158, 0.225, -0.291], [-0.080, 0.103, -0.088], [0.260, 0.191, 0.131], [0.076, -0.064, 0.311], [-0.300, 0.463, -0.136], [1.313, -1.570, 0.326], [0.209, 1.100, 0.072], [0.133, -0.002, -1.439], [0.373, 0.092, 0.400], [-1.267, 0.319, -0.384], [-0.305, -0.575, 0.637], [-0.357, 0.129, 0.185], [-0.261, -0.259, -0.059], [-0.245, 0.201, 0.202], [0.177, 0.187, 0.051], [0.004, -0.289, 0.179], [0.432, 0.064, 0.172], [0.098, 0.166, -0.161], [-1.060, 0.498, -0.793], [1.374, -0.388, 0.974], [0.282, -0.024, -1.000], [-0.827, -0.635, 0.755], [-0.643, -0.318, -0.881], [-0.029, 0.420, 0.993], [0.269, 0.191, 0.274], [-0.318, 0.285, 0.304], [0.441, 0.619, -0.170], [0.180, -0.169, -0.173], [0.125, -0.564, 0.155], [0.306, 0.087, -0.267], [-0.163, 0.032, -0.355], [0.073, -0.064, 0.043], [-1.372, 0.761, 3.527], [1.519, -0.055, -2.559], [-1.125, 1.060, -0.724], [0.248, 0.665, -0.708], [0.147, -0.212, -0.238], [-0.125, -0.283, 0.205], [0.117, -0.435, -0.338], [0.551, -0.298, 0.322], [0.246, -0.557, 0.103], [-0.281, 0.430, -0.614], [-0.415, -0.581, 0.797], [0.309, -0.042, 0.181], [0.045, -0.036, 0.033], [0.181, -0.375, 0.035], [0.257, -0.272, 0.750], [-1.042, 1.204, -1.787], [-0.214, -0.254, 1.593], [1.073, -1.951, -0.311], [0.360, 0.737, 0.232], [0.177, -1.143, 0.064], [0.074, -0.135, -0.063], [-0.375, 0.407, -0.234], [-0.066, 0.210, 0.141], [-0.249, -0.025, -0.376], [-0.085, -0.123, -0.034], [0.081, 0.558, -0.117], [0.282, 0.273, -0.007], [-0.329, 0.483, 0.129], [2.702, -2.845, 0.468], [-1.543, 2.245, -0.733], [-0.562, 0.792, 2.097], [-1.055, 0.784, -1.214], [0.430, -0.279, -0.207], [-0.215, -0.106, 0.383], [0.220, 0.145, 0.265], [0.018, -0.270, -0.091], [0.048, -0.027, 0.256], [-0.226, -0.064, 0.005], [0.097, -0.109, -0.178], [0.385, 0.142, -0.599], [-0.041, 0.053, -0.186], [-0.194, -0.211, -0.354], [-0.387, 2.134, -0.092], [1.306, -2.810, 0.016], [0.845, 0.875, -1.109], [0.059, 1.039, -1.277], [-1.031, -0.461, 0.446], [-0.823, -0.215, 0.603], [0.059, 0.100, -0.007], [0.101, -0.862, 0.819], [0.008, 0.459, 0.133], [0.264, -0.566, -0.069], [-0.222, -0.028, 0.148], [-0.278, 0.174, 0.521], [-0.066, -0.043, -0.128], [0.143, 0.232, -0.023], [0.327, -2.631, -0.080], [1.483, -0.226, -2.446], [-1.092, -1.030, 0.385], [-1.953, 2.651, 1.668], [0.306, -0.210, 0.151], [0.357, 0.476, 0.255], [-0.299, 0.311, 0.358], [-0.138, 0.304, 0.035], [0.183, 0.075, -0.102], [-0.032, -0.013, 0.070], [0.550, 0.162, 0.167], [0.188, 0.107, -0.290], [-0.763, 0.470, -0.444], [0.081, 1.143, 2.057], [0.199, -0.539, -0.317], [-0.121, -0.222, -0.140], [0.377, -0.074, -0.041], [-0.012, 0.027, -0.181], [0.004, -0.357, 0.223], [-0.333, -0.284, -0.469], [-0.002, 0.005, -0.106], [-0.057, 0.090, -0.026], [0.021, -0.065, 0.007], [0.478, -0.263, -0.731]],
  "lowdin_charge": [0.055, -0.454, -0.019, -0.234, -0.048, 0.037, 0.106, 0.125, 0.075, 0.075, 0.059, 0.080, 0.095, 0.060, 0.105, -0.546, -0.005, -0.171, -0.026, 0.026, 0.094, 0.122, 0.050, 0.067, 0.054, 0.081, 0.100, 0.089, 0.052, -0.518, -0.006, -0.185, -0.028, 0.019, 0.110, 0.095, 0.064, 0.081, 0.061, 0.091, 0.085, 0.087, 0.059, -0.478, -0.030, -0.206, -0.051, 0.021, 0.114, 0.121, 0.072, 0.065, 0.071, 0.087, 0.080, 0.066, 0.089, -0.550, -0.004, -0.218, -0.062, 0.019, 0.120, 0.107, 0.075, 0.074, 0.074, 0.093, 0.068, 0.086, 0.052, -0.535, 0.020, -0.174, -0.042, 0.035, 0.118, 0.124, 0.068, 0.073, 0.063, 0.093, 0.077, 0.097, 0.058, -0.456, -0.033, -0.214, -0.053, 0.018, 0.115, 0.135, 0.084, 0.044, 0.071, 0.064, 0.084, 0.081, 0.071, -0.571, 0.020, -0.214, -0.043, 0.034, 0.109, 0.111, 0.079, 0.068, 0.062, 0.069, 0.092, 0.090, 0.046, -0.424, -0.012, -0.240, -0.046, 0.034, 0.109, 0.102, 0.058, 0.077, 0.090, 0.071, 0.059, 0.070, 0.084, -0.567, 0.007, -0.178, -0.040, 0.015, 0.125, 0.124, 0.060, 0.067, 0.049, 0.080, 0.084, 0.097, -0.066, -0.476, -0.032, -0.085, 0.075, 0.088, 0.058, 0.119, 0.073, 0.084, 0.074, 0.029, -0.041, -0.483, -0.049, -0.051, 0.087, 0.058, 0.074, 0.117, 0.053, 0.089, 0.083, 0.055],
  "total_energy_ev": -94305.2093,
  "smiles": "CCOC(C)=O.CCOC(C)=O.CCOC(C)=O.CCOC(C)=O.CCOC(C)=O.CCOC(C)=O.CCOC(C)=O.CCOC(C)=O.CCOC(C)=O.CCOC(C)=O.CC(C)O.CC(C)O",
  "orbital_gap_ev": 9.99,
  "homo_ev": -9.5,
  "relative_energy_kcal_mol": 0.0
}